[1]
ORCA calculation (ωB97M-V/def2-TZVPD) on a 2-piece molecular cluster, C3H8NO3S overall in a non-equilibrium geometry.

Atoms and positions in Å:
S: 0.58 1.25 2.55
O: -0.98 -0.29 -1.94
O: -0.24 -3.37 -1.27
O: 0.85 0.92 -2.12
N: -1.11 -0.64 0.54
C: 0.10 0.28 -1.44
C: 0.10 0.06 0.08
C: 0.32 1.42 0.72
H: 0.13 0.00 2.57
H: 0.86 -0.68 0.33
H: -0.65 1.85 0.69
H: 1.05 2.05 0.25
H: -1.08 -2.91 -1.34
H: -1.97 -0.21 0.21
H: -1.09 -1.59 0.20
H: 0.43 -2.77 -1.63

Electronic energy = -797.69220 a.u.
Orbital gap (spin up / spin down) = 9.8 / 5.9 eV
Multiplicity = 2
E_LUMO (spin up / spin down) = 0.5 / -3.4 eV


[2]
ORCA calculation (ωB97M-V/def2-TZVPD) on a 2-piece molecular cluster, C3H8NOP overall in a non-equilibrium geometry.

Atoms and positions in Å:
P: -0.20 -1.69 0.35
O: -1.01 -0.91 -0.86
N: 2.48 0.65 -0.85
C: -1.94 0.70 0.49
C: -1.57 0.24 -0.82
C: 2.48 0.30 0.37
H: -2.35 -0.20 0.96
H: -1.12 0.92 1.16
H: -2.72 1.43 0.52
H: 3.35 0.27 -1.12
H: -2.05 0.70 -1.74
H: 3.36 -0.30 0.79
H: -0.30 -2.87 -0.30
H: 1.61 0.76 1.03

Electronic energy = -590.29786 a.u.
Orbital gap (spin up / spin down) = 6.9 / 8.0 eV
E_LUMO (spin up / spin down) = -0.2 / 0.6 eV


[3]
ORCA calculation (ωB97M-V/def2-TZVPD) on one molecule with the formula C3H8NOS in a non-equilibrium geometry.

Atoms and positions in Å:
S: -0.58 2.44 -1.42
O: 1.41 -3.00 1.17
N: -0.21 -1.11 0.71
C: 0.60 -2.08 1.67
C: -0.47 0.64 -1.09
C: -0.11 0.28 0.36
H: 1.25 -1.39 2.22
H: 0.20 0.00 -1.70
H: -0.19 -2.35 2.37
H: -1.06 -1.62 0.46
H: -0.81 0.89 0.89
H: 0.57 2.89 -0.90
H: 0.86 0.67 0.69
H: -1.42 0.43 -1.55

Electronic energy = -647.15261 a.u.
Orbital gap (spin up / spin down) = 9.7 / 6.9 eV
Multiplicity = 2
E_LUMO (spin up / spin down) = 0.9 / -1.9 eV


[4]
ORCA calculation (ωB97M-V/def2-TZVPD) on an isolated ion of composition C3H8NOS and charge +1 in a non-equilibrium geometry.

Atoms and positions in Å:
S: -1.94 0.55 -0.31
O: -1.44 -0.59 0.71
N: 0.43 1.43 0.69
C: 0.00 0.78 -0.63
C: 0.49 -0.68 -0.67
C: -0.52 -1.55 0.23
H: 1.57 -0.62 -0.37
H: -0.87 -2.24 -0.48
H: -0.34 2.14 0.88
H: 0.23 1.32 -1.45
H: 0.10 -2.06 0.95
H: 0.63 -0.96 -1.63
H: 1.44 1.71 0.62
H: 0.25 0.75 1.46

Electronic energy = -646.96021 a.u.
Charge = +1
Orbital gap = 9.9 eV
SMILES = [NH3+][C@H]1CCOS1
E_LUMO = -3.7 eV


[5]
ORCA calculation (ωB97M-V/def2-TZVPD) on a 2-piece molecular cluster, C3H8NS overall in a non-equilibrium geometry.

Atoms and positions in Å:
S: -0.87 -0.96 1.61
N: 0.22 0.99 -1.69
C: -1.20 0.60 -2.19
C: 0.50 0.60 -0.47
C: 0.80 -1.18 2.25
H: -1.29 -0.53 -2.37
H: 1.51 -0.35 1.92
H: 1.28 -2.00 1.83
H: -1.33 1.17 -3.14
H: 0.86 -1.00 3.41
H: 1.51 0.96 -0.23
H: -0.23 0.83 0.36
H: -1.76 0.87 -1.28

Electronic energy = -571.96295 a.u.
Charge = -1
Orbital gap = 6.2 eV
E_LUMO = 4.1 eV


[6]
ORCA calculation (ωB97M-V/def2-TZVPD) on an isolated ion of composition C3H8NS and charge -1.

Atoms and positions in Å:
S: -2.81 0.37 0.21
N: 1.77 0.76 0.76
C: -0.20 -0.63 0.25
C: -1.52 -0.72 -0.50
C: 0.58 0.62 -0.09
H: -0.07 1.47 0.11
H: -1.35 -0.42 -1.54
H: -1.87 -1.76 -0.57
H: 0.79 0.64 -1.16
H: 0.41 -1.52 0.04
H: 2.15 1.70 0.66
H: 2.51 0.13 0.49
H: -0.40 -0.64 1.33

Electronic energy = -572.06599 a.u.
Charge = -1
Orbital gap = 6.1 eV
SMILES = NCCC[S-]
E_LUMO = 4.0 eV


[7]
ORCA calculation (ωB97M-V/def2-TZVPD) on C3H8NS as an isolated structure in a non-equilibrium geometry.

Atoms and positions in Å:
S: -0.12 0.27 2.63
N: 0.01 1.31 -0.09
C: 0.37 -0.12 -0.30
C: 0.36 -0.75 1.53
C: -0.50 -0.96 -1.07
H: -0.34 1.43 0.91
H: 0.97 -1.55 2.00
H: 0.81 1.90 -0.31
H: 0.14 -1.77 -1.50
H: -0.83 -0.40 -2.06
H: 1.42 0.08 -0.59
H: -1.48 -1.09 -0.59
H: -0.81 1.64 -0.58

Electronic energy = -571.69477 a.u.
Charge = +1
Orbital gap = 8.9 eV
E_LUMO = -4.9 eV


[8]
ORCA calculation (ωB97M-V/def2-TZVPD) on an isolated ion of composition C3H8NS3 and charge +1 in a non-equilibrium geometry.

Atoms and positions in Å:
S: -0.11 -2.41 -1.17
S: -2.07 -0.10 -0.91
S: 0.35 1.96 -0.86
N: -0.39 -0.54 -0.31
C: 0.57 0.22 -1.21
C: 0.56 1.82 0.82
C: -0.10 -0.45 1.01
H: 0.51 0.09 -2.24
H: 1.66 -0.25 -1.04
H: 0.26 -2.99 -0.02
H: 0.84 -0.76 1.30
H: -0.96 -0.49 1.72
H: 1.49 1.42 1.14
H: 0.02 2.56 1.42
H: -2.64 -0.11 0.35

Electronic energy = -1367.96728 a.u.
Charge = +1
Orbital gap (spin up / spin down) = 6.8 / 6.8 eV
E_LUMO (spin up / spin down) = -6.0 / -6.0 eV


[9]
ORCA calculation (ωB97M-V/def2-TZVPD) on a 2-piece molecular cluster, C3H8O overall.

Atoms and positions in Å:
O: -0.55 1.73 -0.57
C: 0.30 -0.44 0.04
C: -0.41 0.56 -0.83
C: -0.82 -1.05 0.90
H: -1.79 -0.92 0.40
H: -0.69 -2.12 1.07
H: 1.06 0.04 0.66
H: 0.79 -1.20 -0.58
H: -0.88 -0.53 1.86
H: 1.62 2.06 -0.58
H: 2.31 1.79 -0.69
H: -0.93 0.10 -1.70

Electronic energy = -194.28495 a.u.
Orbital gap = 10.9 eV
SMILES = [H][H].CCC=O
E_LUMO = 1.0 eV


[10]
ORCA calculation (ωB97M-V/def2-TZVPD) on one molecule with the formula C3H8O.

Atoms and positions in Å:
O: -0.26 -0.87 0.24
C: -0.35 -0.90 1.64
C: 1.07 0.22 -1.45
C: 0.10 0.40 -0.27
H: -0.69 -1.90 1.93
H: 2.01 0.75 -1.28
H: 0.64 0.57 -2.39
H: 0.57 1.00 0.52
H: -1.06 -0.15 2.04
H: 1.29 -0.84 -1.55
H: -0.81 0.94 -0.58
H: 0.64 -0.72 2.11

Electronic energy = -194.30893 a.u.
Orbital gap = 10.9 eV
SMILES = CCOC
E_LUMO = 1.2 eV


[11]
ORCA calculation (ωB97M-V/def2-TZVPD) on C3H8O as an isolated structure in a non-equilibrium geometry.

Atoms and positions in Å:
O: 0.85 1.03 1.32
C: -1.19 0.52 -0.19
C: 1.04 -0.63 -0.59
C: -0.03 -0.24 0.40
H: 1.49 0.28 -0.99
H: 1.85 -1.17 -0.12
H: -1.32 1.46 0.34
H: -2.12 -0.05 -0.08
H: -0.30 -1.10 1.02
H: -1.06 0.71 -1.26
H: 0.25 0.34 1.56
H: 0.55 -1.16 -1.41

Electronic energy = -194.21899 a.u.
Orbital gap = 11.1 eV
E_LUMO = 1.0 eV


[12]
ORCA calculation (ωB97M-V/def2-TZVPD) on one molecule with the formula C3H8O.

Atoms and positions in Å:
O: -1.12 -0.58 1.48
C: 1.14 0.46 0.19
C: -0.43 0.30 -0.86
C: 0.01 -0.92 0.84
H: 1.98 -0.22 0.14
H: -1.35 -0.29 -0.85
H: -0.71 1.33 -0.70
H: -0.12 -1.69 0.07
H: 0.05 0.17 -1.84
H: 1.35 1.23 -0.58
H: -1.93 -0.78 0.97
H: 1.13 0.99 1.14

Electronic energy = -194.10907 a.u.
Orbital gap = 8.3 eV
E_LUMO = 0.9 eV


The records above yield relative energy (zero: lowest compared OMol25 entry of this formula, charge and spin) values of 0.725 4.231 1.603 1.748 3.138 0.334 2.053 5.552 1.388 0.735 3.183 6.174 eV, respectively.